1.
{
  "formula": "C4H14N4",
  "method": "ωB97M-V/def2-TZVPD",
  "mol_weight_g_mol": 118.2,
  "e_above_lowest_kj_mol": 141.9,
  "e_lumo_ev": -6.2,
  "homo_energy_ev": -15.433,
  "charge": 2,
  "elements": ["C", "C", "C", "C", "N", "N", "N", "N", "H", "H", "H", "H", "H", "H", "H", "H", "H", "H", "H", "H", "H", "H"],
  "xyz": [[4.0888, -2.1385, -0.1084], [2.3242, 2.4029, -0.6038], [2.4443, 0.8269, -0.6387], [3.0302, 0.2815, 0.6001], [3.5808, -1.1397, 0.2519], [4.6349, -3.1838, -0.5566], [2.1568, 0.0776, 1.6787], [-7.4051, -0.3974, 0.0872], [3.2655, 2.8622, -0.5372], [1.8814, 2.5502, 0.3263], [1.8354, 2.6589, -1.4764], [1.2691, 0.5947, -0.7986], [2.9873, 0.4944, -1.4757], [3.8359, 0.7678, 0.9582], [5.3031, -3.6082, 0.0239], [4.2807, -3.7114, -1.2471], [1.2670, -0.3408, 1.5429], [2.4965, -0.0025, 2.6095], [-7.4313, -0.3788, 1.1711], [-6.5200, -0.8199, -0.2039], [-8.2817, -0.8408, -0.4190], [-7.3392, 0.6441, -0.1627]],
  "atomic_forces_ev_per_a": [[-2.60, 5.02, 1.20], [1.69, -3.19, 0.80], [-3.74, 1.79, -0.66], [-3.50, -3.03, 1.16], [2.07, -3.01, -1.53], [1.79, 0.65, 2.03], [-0.10, 1.20, -0.36], [-1.28, 1.58, 0.61], [1.45, 0.66, -0.24], [-1.54, 1.04, 1.20], [-1.31, 1.04, -1.35], [2.85, -0.47, 0.57], [0.58, -0.37, -1.17], [3.03, 1.70, 0.76], [1.19, -0.78, 0.76], [-1.71, -2.06, -3.14], [-0.49, -0.22, -0.39], [0.46, 0.01, 0.37], [-0.41, -0.56, -2.10], [-0.24, -0.27, -0.11], [2.12, 0.94, 1.52], [-0.30, -1.68, 0.08]],
  "lowdin_charge": [-0.074, -0.043, -0.179, -0.344, 0.278, 0.256, 0.098, 0.260, 0.067, 0.057, 0.059, 0.170, 0.091, 0.126, 0.143, 0.106, 0.091, 0.097, 0.197, 0.142, 0.219, 0.183]
}


2.
{
  "formula": "C3H10N2",
  "method": "ωB97M-V/def2-TZVPD",
  "mol_weight_g_mol": 74.1,
  "smiles": "NCCCN",
  "e_above_lowest_kj_mol": 26.3,
  "e_lumo_ev": 1.2,
  "homo_energy_ev": -9.039,
  "charge": 0,
  "elements": ["C", "C", "C", "N", "N", "H", "H", "H", "H", "H", "H", "H", "H", "H", "H"],
  "xyz": [[-0.2846, -0.3746, -1.2753], [-0.2570, 0.2625, 0.1057], [1.1132, 0.2788, 0.7395], [1.0138, 0.6330, 2.1613], [-1.6536, -0.5684, -1.7379], [0.1975, 0.2528, -2.0133], [0.2825, -1.3143, -1.2163], [-0.6991, 1.2570, 0.0709], [-1.0034, -0.2694, 0.7249], [1.7362, 1.0464, 0.2727], [1.6012, -0.6948, 0.6116], [0.4752, -0.0786, 2.6441], [1.9421, 0.6332, 2.5900], [-1.7144, -0.5647, -2.7453], [-2.1044, -1.3834, -1.3432]],
  "atomic_forces_ev_per_a": [[-0.22, -0.35, 0.21], [-0.84, -0.04, -0.03], [0.05, 0.12, 0.55], [0.29, -0.01, 0.17], [-0.10, 0.32, 0.07], [0.33, 0.23, -0.08], [0.04, 0.01, -0.16], [0.24, 0.26, -0.15], [0.52, -0.21, 0.03], [0.01, -0.15, -0.15], [0.03, -0.02, -0.24], [0.01, 0.06, 0.03], [-0.38, 0.03, -0.16], [-0.10, -0.27, 0.08], [0.11, 0.03, -0.18]],
  "lowdin_charge": [-0.310, -0.231, -0.312, -0.026, -0.017, 0.109, 0.104, 0.111, 0.112, 0.113, 0.103, 0.058, 0.064, 0.057, 0.064]
}


3.
{
  "formula": "C36H53N13O25S2",
  "method": "ωB97M-V/def2-TZVPD",
  "mol_weight_g_mol": 1132.0,
  "smiles": "O=C1OC(=O)C(c2ccccn2)=C1CCCSC(=S)N(c1ccccc1)c1ccccc1.C[N+](=O)[O-].C[N+](=O)[O-].C[N+](=O)[O-].C[N+](=O)[O-].C[N+](=O)[O-].C[N+](=O)[O-].C[N+](=O)[O-].C[N+](=O)[O-].C[N+](=O)[O-].C[N+](=O)[O-].C[N+](=O)[O-]",
  "e_lumo_ev": -0.7,
  "homo_energy_ev": -7.809,
  "charge": 0,
  "elements": ["O", "C", "O", "C", "O", "C", "C", "C", "C", "C", "C", "N", "C", "C", "C", "C", "S", "C", "S", "N", "C", "C", "C", "C", "C", "C", "C", "C", "C", "C", "C", "C", "H", "H", "H", "H", "H", "H", "H", "H", "H", "H", "H", "H", "H", "H", "H", "H", "H", "H", "H", "H", "C", "N", "O", "O", "H", "H", "H", "C", "N", "O", "O", "H", "H", "H", "C", "N", "O", "O", "H", "H", "H", "C", "N", "O", "O", "H", "H", "H", "C", "N", "O", "O", "H", "H", "H", "C", "N", "O", "O", "H", "H", "H", "C", "N", "O", "O", "H", "H", "H", "C", "N", "O", "O", "H", "H", "H", "C", "N", "O", "O", "H", "H", "H", "C", "N", "O", "O", "H", "H", "H", "C", "N", "O", "O", "H", "H", "H"],
  "xyz": [[-1.7267, -3.7602, 0.5095], [-0.8228, -2.9817, 0.4165], [-0.6573, -1.9528, -0.5120], [0.6389, -2.2392, -0.9801], [1.0035, -2.2753, -2.1203], [1.3692, -2.5524, 0.3288], [2.8557, -2.3799, 0.5023], [3.6033, -3.5279, 0.6438], [4.9991, -3.4551, 0.7656], [5.4782, -2.1414, 0.7211], [4.6002, -1.0845, 0.6103], [3.2708, -1.1115, 0.4947], [0.4854, -2.9822, 1.2362], [0.7422, -3.3686, 2.6800], [-0.4132, -4.1267, 3.3874], [-1.3534, -3.2071, 4.1979], [-2.4773, -2.1940, 3.1886], [-4.1671, -2.6752, 3.6194], [-4.7067, -2.8227, 5.1316], [-5.0356, -2.9327, 2.4991], [-4.8638, -4.2377, 1.9417], [-5.7024, -4.6790, 0.9284], [-5.5764, -5.9058, 0.3460], [-4.5853, -6.7876, 0.7519], [-3.7787, -6.3777, 1.7834], [-3.9104, -5.1339, 2.3682], [-4.8057, -1.8509, 1.5610], [-4.9953, -0.5537, 2.0300], [-4.7475, 0.5087, 1.2026], [-4.2954, 0.3535, -0.0933], [-4.1293, -0.9327, -0.5706], [-4.3756, -1.9970, 0.2617], [3.1074, -4.4952, 0.6575], [5.6084, -4.3475, 0.8439], [6.5536, -1.9497, 0.7736], [5.0427, -0.0840, 0.6145], [0.9578, -2.4516, 3.2416], [1.6134, -4.0334, 2.6637], [-0.9658, -4.7925, 2.7174], [0.0645, -4.7812, 4.1325], [-0.7600, -2.5048, 4.7988], [-1.9125, -3.7981, 4.9355], [-6.4934, -4.0299, 0.5539], [-6.2190, -6.2302, -0.4689], [-4.4379, -7.7589, 0.2916], [-2.9938, -7.0382, 2.1493], [-3.2068, -4.9002, 3.1592], [-5.3170, -0.3307, 3.0441], [-4.8647, 1.5317, 1.5430], [-4.0638, 1.1915, -0.7469], [-3.7731, -1.1031, -1.5828], [-4.2053, -2.9892, -0.1475], [-6.9395, 3.3794, -1.5916], [-7.3380, 2.1808, -0.8074], [-7.3007, 2.2622, 0.4000], [-7.6764, 1.1994, -1.4381], [-6.6659, 4.1696, -0.9012], [-6.0949, 3.1029, -2.2152], [-7.7946, 3.6721, -2.1958], [4.7792, -3.4845, -2.9552], [6.0392, -4.2755, -2.9611], [6.7664, -4.1702, -3.9243], [6.2509, -4.9771, -1.9921], [4.7207, -2.9115, -3.8734], [3.9532, -4.1864, -2.8847], [4.8099, -2.8279, -2.0891], [10.0529, 0.2936, 1.5245], [8.6800, 0.0335, 1.0150], [8.3144, 0.6390, 0.0300], [8.0079, -0.7760, 1.6263], [10.5265, 1.0283, 0.8839], [9.9640, 0.6652, 2.5404], [10.5942, -0.6481, 1.4977], [-1.5528, -0.2467, -4.1686], [-2.9386, -0.5070, -4.6410], [-3.3166, 0.0819, -5.6351], [-3.5997, -1.2931, -4.0005], [-1.0905, 0.4716, -4.8356], [-1.6194, 0.1494, -3.1600], [-1.0168, -1.1922, -4.1842], [-10.4373, 0.3226, -2.7251], [-11.8143, 0.0404, -3.2157], [-12.1928, 0.6347, -4.2042], [-12.4648, -0.7680, -2.5887], [-9.9813, 1.0571, -3.3783], [-10.5213, 0.7038, -1.7120], [-9.8825, -0.6104, -2.7455], [-1.5513, 3.5751, 2.9585], [-2.9499, 3.2554, 2.5663], [-3.4052, 3.8161, 1.5869], [-3.5405, 2.4527, 3.2494], [-1.1544, 4.3019, 2.2591], [-1.5800, 3.9795, 3.9661], [-0.9842, 2.6488, 2.9238], [-4.4637, -0.0732, -8.4304], [-5.0465, -0.6493, -9.6732], [-4.2958, -0.8556, -10.6049], [-6.2379, -0.8736, -9.6671], [-3.4006, 0.0728, -8.5806], [-4.9626, 0.8731, -8.2441], [-4.6472, -0.7756, -7.6243], [-2.4857, 4.4855, -1.7188], [-2.9674, 3.2429, -2.3877], [-2.2543, 2.7443, -3.2318], [-4.0494, 2.8045, -2.0421], [-1.5206, 4.7407, -2.1369], [-3.2122, 5.2660, -1.9152], [-2.4086, 4.2825, -0.6536], [11.7914, 4.0694, 2.8033], [11.8926, 2.5891, 2.7362], [12.7641, 2.1112, 2.0419], [11.0889, 1.9476, 3.3857], [12.5634, 4.4973, 2.1813], [10.8028, 4.3457, 2.4431], [11.9264, 4.3555, 3.8392], [-1.5503, 8.7158, 0.6242], [-1.6691, 7.2602, 0.3393], [-1.6774, 6.5001, 1.2815], [-1.7485, 6.9342, -0.8283], [-1.4883, 8.8536, 1.6975], [-0.6492, 9.0714, 0.1329], [-2.4342, 9.2007, 0.2198], [16.1092, 4.9080, 4.9135], [14.7327, 4.6643, 4.4050], [14.3766, 5.2802, 3.4207], [14.0576, 3.8610, 5.0134], [16.5880, 5.6419, 4.2755], [16.0202, 5.2756, 5.9317], [16.6398, 3.9607, 4.8841]],
  "atomic_forces_ev_per_a": [[0.64, 1.23, -0.75], [0.06, -0.78, 2.27], [-0.81, -1.26, -1.95], [0.90, 0.23, 1.04], [-0.65, 0.47, 1.17], [0.98, 0.00, -0.21], [-2.45, -0.24, -0.36], [1.10, -0.89, 0.23], [-1.24, 1.18, -0.28], [0.95, -1.42, 0.06], [0.60, 2.00, 0.00], [1.12, -1.38, 0.01], [-0.43, 0.47, -0.95], [-0.86, -0.71, -0.75], [0.20, 0.25, 0.50], [-0.01, -0.25, 0.54], [-0.22, 0.19, -0.30], [-0.12, -0.58, 0.52], [0.26, -0.14, -0.06], [1.39, 0.57, -0.51], [-0.26, -0.45, 0.14], [-1.15, 1.09, -0.33], [0.15, -1.12, -0.75], [0.00, -0.01, 0.07], [0.63, -0.63, 0.24], [0.66, 0.02, 0.67], [-0.61, 0.64, 0.30], [-0.25, -0.01, 0.48], [0.27, 1.43, -0.35], [0.15, -0.27, -0.47], [0.24, 0.47, -0.27], [0.15, -1.60, -0.66], [-0.05, 0.19, -0.09], [0.07, 0.23, 0.00], [-0.68, 0.07, 0.00], [-0.10, -0.21, -0.03], [0.24, -0.20, -0.11], [0.05, 0.39, 0.21], [0.07, 0.30, -0.05], [-0.12, 0.15, -0.12], [-0.03, -0.16, -0.17], [-0.15, 0.19, -0.32], [0.18, 0.04, 0.21], [-0.12, 0.35, 0.16], [-0.14, 0.13, 0.00], [-0.12, 0.11, -0.04], [-0.22, 0.13, -0.03], [-0.04, -0.32, -0.08], [-0.20, -0.27, 0.25], [-0.23, -0.15, 0.41], [-0.10, -0.09, 0.16], [-0.01, 0.13, 0.19], [-0.03, 0.22, -0.09], [0.09, 0.13, 0.03], [-0.08, -0.06, 0.03], [-0.08, -0.03, -0.02], [0.00, -0.09, 0.07], [-0.24, -0.05, 0.01], [0.00, -0.10, -0.03], [-0.14, 0.17, -0.12], [-0.06, 0.08, -0.07], [0.07, -0.05, 0.04], [0.02, -0.01, 0.02], [0.09, -0.06, -0.01], [0.02, 0.02, 0.13], [-0.05, -0.11, 0.06], [-0.20, -0.15, -0.15], [0.28, 0.03, -0.10], [-0.16, -0.03, 0.02], [0.19, 0.19, 0.07], [-0.08, -0.03, -0.06], [-0.14, -0.39, -0.27], [-0.05, -0.01, 0.09], [0.23, 0.06, -0.09], [0.15, 0.13, 0.04], [-0.06, -0.05, -0.02], [-0.07, -0.02, -0.06], [-0.10, 0.02, -0.01], [-0.03, -0.12, 0.03], [-0.08, -0.03, 0.14], [0.14, 0.14, -0.07], [0.11, 0.06, -0.02], [-0.07, -0.02, 0.00], [-0.05, -0.01, -0.01], [-0.06, -0.03, -0.03], [0.01, -0.15, 0.04], [-0.04, -0.01, 0.13], [0.21, 0.11, -0.14], [0.10, 0.02, -0.05], [-0.07, -0.07, -0.04], [-0.02, 0.11, 0.19], [-0.10, 0.00, -0.01], [-0.01, -0.12, 0.03], [-0.08, -0.03, 0.12], [0.17, 0.00, 0.00], [0.12, 0.08, 0.05], [-0.05, -0.04, -0.05], [-0.02, -0.02, -0.04], [-0.03, -0.04, -0.06], [-0.09, -0.08, 0.07], [-0.11, 0.08, 0.02], [0.13, -0.17, -0.09], [0.12, 0.19, 0.06], [-0.05, -0.16, -0.02], [0.33, 0.19, -0.24], [-0.04, -0.06, -0.06], [-0.08, -0.08, 0.08], [-0.19, 0.02, 0.00], [-0.28, 0.14, -0.26], [0.11, 0.28, 0.10], [-0.05, -0.14, 0.00], [0.43, 0.45, 0.43], [0.02, -0.09, 0.00], [-0.05, -0.11, 0.10], [-0.08, -0.04, 0.01], [-0.01, 0.13, 0.19], [0.01, 0.20, 0.04], [0.06, -0.10, -0.03], [0.08, 0.17, 0.13], [-0.01, -0.09, -0.01], [-0.07, -0.01, -0.10], [0.06, -0.01, -0.11], [0.18, 0.13, -0.07], [0.21, 0.08, -0.02], [0.16, 0.05, 0.14], [-0.06, 0.00, -0.02], [-0.08, -0.01, -0.04], [-0.02, -0.12, 0.02], [-0.07, -0.02, 0.10]],
  "lowdin_charge": [0.154, -0.376, 0.108, -0.337, 0.165, -0.025, -0.261, -0.032, -0.031, -0.066, -0.140, 0.151, -0.031, -0.102, -0.232, -0.463, 0.939, -1.070, 0.747, -0.067, -0.243, -0.040, -0.084, -0.090, -0.088, -0.048, -0.275, -0.038, -0.093, -0.068, -0.054, -0.042, 0.124, 0.112, 0.079, 0.112, 0.132, 0.115, 0.097, 0.114, 0.073, 0.065, 0.131, 0.109, 0.103, 0.108, 0.082, 0.124, 0.078, 0.074, 0.091, 0.113, 0.042, -0.434, 0.072, 0.052, 0.096, 0.065, 0.099, 0.050, -0.448, 0.072, 0.051, 0.096, 0.104, 0.082, 0.039, -0.427, 0.074, 0.039, 0.090, 0.074, 0.113, 0.043, -0.429, 0.050, 0.069, 0.094, 0.086, 0.098, 0.028, -0.457, 0.060, 0.061, 0.089, 0.096, 0.103, 0.052, -0.430, 0.050, 0.076, 0.069, 0.103, 0.103, 0.025, -0.457, 0.059, 0.062, 0.091, 0.102, 0.087, 0.035, -0.402, 0.078, 0.019, 0.092, 0.099, 0.078, 0.035, -0.423, 0.079, 0.024, 0.079, 0.106, 0.082, 0.055, -0.421, 0.075, 0.053, 0.096, 0.103, 0.103, 0.054, -0.429, 0.060, 0.071, 0.096, 0.103, 0.104]
}


> charge of number 3 (C36H53N13O25S2)?

0


> Which formula does entry 1 have?

C4H14N4


> What is the formula in the third record?

C36H53N13O25S2


> Which formula does entry 3 have?

C36H53N13O25S2